No. 1
Below is a molecular structure, C38H49ClN3O5SiV at a distorted geometry, with properties calculated with ωB97M-V with the def2-TZVPD basis set.

As for the spin multiplicity: 3. As for the highest occupied orbital energy (alpha / beta): -7.556 / -7.548 eV. The calculation puts the electronic energy at -101000.6872 eV.

XYZ file:
```
98
Properties=species:S:1:pos:R:3:lowdin_spin:R:1
O -0.503 -1.242 -2.381 0.003
C 0.222 -2.155 -3.058 0.003
C -0.285 -3.564 -2.721 0.001
C -0.832 -3.806 -1.460 0.000
H -0.843 -2.992 -0.727 0.000
C -1.372 -5.060 -1.154 0.000
H -1.843 -5.200 -0.180 0.000
C -1.297 -6.099 -2.090 0.000
H -1.730 -7.073 -1.852 0.000
C -0.682 -5.883 -3.330 0.000
H -0.593 -6.700 -4.049 0.000
C -0.192 -4.610 -3.650 0.000
H 0.297 -4.416 -4.612 0.000
H 0.066 -2.006 -4.145 0.000
C 2.520 -1.078 -3.802 -0.001
C 1.823 -1.967 -2.827 -0.001
H 3.379 -1.616 -4.238 0.000
H 2.931 -0.186 -3.322 0.000
H 1.863 -0.770 -4.620 0.000
C 2.471 -2.951 -2.171 0.010
C 3.946 -3.166 -2.167 0.002
H 1.900 -3.665 -1.579 0.000
H 4.201 -4.094 -2.693 0.001
H 4.297 -3.280 -1.140 0.000
H 4.514 -2.356 -2.632 0.000
V 0.764 0.055 -1.023 1.945
Cl 2.799 -0.818 -0.313 0.005
C 2.278 1.840 0.984 0.003
O 1.470 1.893 0.033 0.005
N 2.511 2.838 1.860 0.002
C 2.295 4.227 1.485 0.000
C 3.074 2.550 3.174 0.000
H 2.868 0.930 1.178 0.001
H 1.848 4.267 0.489 0.000
H 3.255 4.765 1.487 0.000
H 1.627 4.715 2.205 0.000
H 3.154 1.468 3.305 0.000
H 2.423 2.949 3.966 0.000
H 4.070 3.012 3.277 0.000
H -4.770 -1.546 -2.117 0.000
H -4.647 -0.009 -0.116 0.000
C -3.671 -1.562 -2.106 0.000
C -3.552 0.001 -0.188 0.000
N -3.167 -0.317 -1.548 -0.001
H -3.296 -1.670 -3.129 0.000
C -2.165 0.334 -2.161 0.001
O -1.334 1.085 -1.592 0.004
H -3.178 0.991 0.090 0.000
H -2.181 0.198 -3.257 0.000
H -3.347 -2.429 -1.508 0.000
H -3.160 -0.750 0.512 0.000
H 1.863 4.339 -4.286 0.000
H -0.289 3.818 -5.741 0.000
C 2.097 3.277 -4.438 0.000
C 0.037 2.768 -5.723 0.000
N 0.860 2.513 -4.546 0.000
H 2.690 2.900 -3.600 0.000
C 0.539 1.571 -3.658 0.001
O 1.218 1.327 -2.622 0.007
H -0.836 2.117 -5.702 0.000
H -0.361 0.987 -3.899 0.000
H 2.658 3.185 -5.378 0.000
H 0.614 2.579 -6.642 0.000
O -0.294 -0.304 0.576 0.005
Si -0.586 0.292 2.058 0.002
C 0.658 -0.373 3.300 0.001
C 1.651 -1.241 2.845 0.000
C 2.602 -1.776 3.717 0.000
C 2.543 -1.477 5.081 0.000
C 1.518 -0.656 5.561 0.000
C 0.561 -0.134 4.679 0.000
C -0.626 2.188 2.165 0.000
C -1.065 2.946 1.074 0.000
C -1.347 4.307 1.214 0.000
C -1.200 4.927 2.457 0.000
C -0.721 4.190 3.542 0.000
C -0.422 2.831 3.389 0.000
C -2.233 -0.123 2.883 -0.001
C -2.372 -1.345 3.556 0.000
C -3.488 -1.589 4.368 0.000
C -4.495 -0.627 4.488 0.000
C -4.400 0.567 3.766 0.000
C -3.277 0.812 2.967 0.000
H 1.700 -1.500 1.785 0.000
H 3.383 -2.423 3.318 0.000
H 3.284 -1.892 5.764 0.000
H 1.446 -0.425 6.624 0.000
H -0.275 0.443 5.082 0.000
H -1.208 2.474 0.097 0.000
H -1.688 4.875 0.345 0.000
H -1.454 5.982 2.577 0.000
H -0.581 4.663 4.517 0.000
H -0.046 2.271 4.246 0.000
H -1.584 -2.099 3.480 0.000
H -3.560 -2.529 4.920 0.000
H -5.353 -0.805 5.140 0.000
H -5.189 1.320 3.832 0.000
H -3.203 1.764 2.435 0.000
```



No. 2
Below is 10 unconnected molecules or ions with the total composition C38H49F27O22S at a distorted geometry, with properties calculated with ωB97M-V with the def2-TZVPD basis set.

Its SMILES is CCOC(=O)C(F)(F)F.CCOC(=O)C(F)(F)F.CCOC(=O)C(F)(F)F.CCOC(=O)C(F)(F)F.CCOC(=O)C(F)(F)F.CCOC(=O)C(F)(F)F.CCOC(=O)C(F)(F)F.CCOC(=O)C(F)(F)F.CCOC(=O)C(F)(F)F.O=S1(=O)OCCO1. As for the spin multiplicity: 1. As for the highest occupied orbital energy: -11.121 eV. The calculation puts the electronic energy at -169455.0912 eV. The energy relative to the best compared isomer or geometry (same formula, charge and spin) is 75.7 kJ/mol.

XYZ file:
```
137
Properties=species:S:1:pos:R:3:lowdin_charge:R:1
C 5.653 -1.732 2.350 -0.040
C 5.012 -1.286 1.051 -0.212
O 5.351 -2.248 0.041 0.029
C 4.777 -2.069 -1.132 -0.396
O 4.053 -1.160 -1.413 0.166
C 5.185 -3.176 -2.127 -0.548
F 6.386 -2.866 -2.655 0.163
F 5.278 -4.358 -1.525 0.175
F 4.317 -3.250 -3.123 0.186
H 6.724 -1.871 2.223 0.084
H 5.170 -2.631 2.717 0.073
H 5.538 -0.886 3.032 0.071
H 5.368 -0.288 0.774 0.128
H 3.930 -1.167 1.124 0.090
C 2.353 -8.243 -0.889 -0.050
C 1.536 -7.767 0.321 -0.199
O 2.183 -6.650 0.919 0.050
C 1.762 -5.460 0.556 -0.401
O 0.957 -5.187 -0.286 0.168
C 2.362 -4.354 1.466 -0.530
F 3.521 -3.922 0.950 0.172
F 1.533 -3.311 1.474 0.157
F 2.550 -4.765 2.720 0.179
H 3.377 -8.466 -0.577 0.081
H 2.419 -7.421 -1.604 0.081
H 1.984 -9.159 -1.343 0.081
H 1.543 -8.591 1.031 0.125
H 0.520 -7.565 -0.007 0.122
C -2.323 -4.090 1.857 -0.042
C -1.687 -5.124 2.760 -0.185
O -1.972 -6.464 2.333 0.044
C -1.679 -7.410 3.201 -0.411
O -1.146 -7.260 4.258 0.177
C -2.079 -8.806 2.690 -0.551
F -2.457 -8.787 1.408 0.164
F -1.031 -9.628 2.793 0.165
F -3.073 -9.291 3.431 0.178
H -3.169 -3.571 2.313 0.079
H -2.797 -4.588 1.005 0.087
H -1.648 -3.323 1.488 0.057
H -2.039 -5.018 3.787 0.129
H -0.609 -4.952 2.796 0.120
C -3.256 2.226 -1.023 -0.050
C -3.420 2.710 -2.460 -0.185
O -4.771 3.154 -2.650 0.051
C -4.973 4.017 -3.625 -0.398
O -4.147 4.502 -4.344 0.172
C -6.449 4.433 -3.773 -0.552
F -7.222 4.015 -2.776 0.172
F -6.516 5.765 -3.814 0.171
F -6.938 3.943 -4.920 0.167
H -2.261 1.795 -0.907 0.060
H -3.977 1.448 -0.783 0.076
H -3.263 3.095 -0.365 0.073
H -3.191 1.929 -3.182 0.133
H -2.753 3.569 -2.542 0.100
C -0.050 3.761 -3.503 -0.052
C -0.169 4.635 -2.270 -0.208
O -0.401 5.974 -2.699 0.052
C -0.246 6.897 -1.760 -0.389
O -0.029 6.697 -0.608 0.177
C -0.193 8.313 -2.373 -0.536
F -0.764 8.385 -3.574 0.173
F -0.794 9.183 -1.554 0.166
F 1.097 8.675 -2.493 0.162
H 0.910 3.915 -4.004 0.069
H -0.790 3.972 -4.279 0.087
H -0.185 2.707 -3.253 0.077
H 0.739 4.550 -1.679 0.120
H -1.007 4.285 -1.668 0.099
C 6.555 3.600 3.151 -0.061
C 5.258 2.815 3.212 -0.178
O 4.561 2.982 4.471 0.039
C 3.890 4.099 4.628 -0.413
O 3.981 5.096 3.979 0.178
C 2.835 3.973 5.759 -0.532
F 1.641 3.676 5.219 0.156
F 3.143 3.017 6.646 0.162
F 2.731 5.133 6.410 0.170
H 7.260 3.265 3.910 0.083
H 6.502 4.675 3.021 0.079
H 7.006 3.287 2.192 0.086
H 5.457 1.752 3.177 0.114
H 4.626 3.178 2.402 0.117
C -2.054 1.905 4.212 -0.060
C -1.344 2.585 3.078 -0.192
O -1.763 3.974 3.029 0.047
C -1.647 4.578 1.858 -0.400
O -1.061 4.180 0.903 0.154
C -2.359 5.945 1.853 -0.552
F -1.433 6.898 1.853 0.179
F -3.062 6.061 0.714 0.158
F -3.180 6.124 2.880 0.180
H -3.137 1.954 4.166 0.083
H -1.719 2.272 5.189 0.084
H -1.699 0.870 4.265 0.084
H -1.646 2.119 2.139 0.119
H -0.265 2.563 3.200 0.116
C -7.358 -2.603 0.856 -0.063
C -7.139 -3.445 -0.371 -0.207
O -6.661 -2.698 -1.481 0.051
C -5.375 -2.419 -1.545 -0.387
O -4.583 -2.568 -0.664 0.153
C -5.006 -1.657 -2.837 -0.537
F -6.068 -1.449 -3.615 0.177
F -4.491 -0.467 -2.513 0.159
F -4.081 -2.340 -3.514 0.178
H -7.571 -3.201 1.741 0.085
H -8.197 -1.912 0.734 0.083
H -6.508 -1.960 1.091 0.076
H -8.073 -3.945 -0.626 0.128
H -6.467 -4.284 -0.168 0.128
C -1.822 -0.893 -0.526 -0.068
C -0.333 -1.025 -0.327 -0.178
O 0.265 0.284 -0.297 0.045
C 1.419 0.383 0.339 -0.387
O 1.946 -0.475 0.975 0.155
C 1.955 1.818 0.248 -0.525
F 1.336 2.548 1.197 0.161
F 3.262 1.855 0.521 0.164
F 1.756 2.349 -0.955 0.173
H -2.371 -0.383 0.266 0.085
H -2.228 -1.904 -0.545 0.064
H -2.009 -0.401 -1.480 0.073
H 0.113 -1.615 -1.127 0.145
H -0.151 -1.534 0.618 0.104
C 3.690 2.112 -4.943 -0.145
C 3.301 1.268 -3.718 -0.147
O 3.435 -0.108 -4.126 -0.207
S 3.103 -0.235 -5.670 0.581
O 1.705 -0.296 -5.893 -0.217
O 3.964 -1.190 -6.240 -0.203
O 3.621 1.231 -6.061 -0.183
H 4.704 2.500 -4.856 0.130
H 3.005 2.950 -5.055 0.117
H 2.267 1.419 -3.401 0.111
H 3.956 1.327 -2.852 0.126
```